207
Properties=species:S:1:pos:R:3 method="wB97M-V/def2-TZVPD" orbital_gap_ev=7.28 charge=0 homo_energy_ev=-7.9
K -2.027 4.297 -1.306
C 1.346 1.441 1.113
C 0.335 1.604 -0.139
C 0.208 0.199 -0.762
O -0.869 2.228 0.192
H 1.231 2.379 1.656
H 2.374 1.335 0.768
H 1.101 0.555 1.700
H 0.856 2.277 -0.820
H -0.583 -0.324 -0.224
H 1.109 -0.403 -0.884
H -0.200 0.322 -1.765
C 3.594 6.567 -0.062
C 3.029 5.206 0.380
C 1.569 5.478 0.853
S 0.890 6.836 -0.275
O 0.486 7.949 0.630
O -0.003 6.314 -1.370
C 2.540 7.172 -1.018
H 4.496 6.436 -0.659
H 3.728 7.232 0.792
H 3.754 4.736 1.045
H 2.939 4.466 -0.415
H 1.500 5.880 1.864
H 0.875 4.642 0.776
H 2.616 8.234 -1.253
H 2.374 6.679 -1.976
C 1.682 -0.243 4.654
C 2.698 -1.124 3.957
C 3.947 -1.212 4.951
S 4.081 0.460 5.621
O 5.150 1.153 4.899
O 4.097 0.160 7.075
C 2.386 0.970 5.125
H 1.389 -0.815 5.534
H 0.823 -0.165 3.987
H 3.030 -0.627 3.045
H 2.326 -2.095 3.632
H 4.889 -1.336 4.416
H 3.893 -1.756 5.894
H 2.609 1.618 4.278
H 1.946 1.495 5.973
C 5.329 1.927 0.492
C 6.075 0.876 1.281
C 7.140 1.584 2.035
S 7.720 2.983 0.943
O 8.940 2.492 0.289
O 7.724 4.225 1.732
C 6.251 2.888 -0.206
H 4.691 2.520 1.148
H 4.699 1.531 -0.304
H 6.557 0.234 0.543
H 5.333 0.305 1.840
H 7.974 0.962 2.360
H 6.713 2.034 2.932
H 6.748 2.515 -1.102
H 5.923 3.919 -0.334
C -2.414 2.440 3.635
C -1.279 3.480 3.294
C -1.256 4.496 4.440
S -1.534 3.448 5.970
O -2.701 3.948 6.669
O -0.259 3.249 6.760
C -2.055 1.903 5.027
H -2.562 1.703 2.846
H -3.336 3.022 3.649
H -1.399 3.951 2.318
H -0.336 2.950 3.163
H -2.076 5.203 4.312
H -0.451 5.201 4.650
H -2.770 1.494 5.741
H -1.176 1.258 5.014
C 2.692 2.282 -3.588
C 3.850 1.528 -4.315
C 4.538 2.529 -5.293
S 4.702 4.105 -4.290
O 4.415 5.263 -5.120
O 5.923 3.941 -3.527
C 3.175 3.691 -3.167
H 2.200 1.690 -2.816
H 1.885 2.401 -4.311
H 3.567 0.560 -4.727
H 4.511 1.197 -3.514
H 3.743 2.774 -5.997
H 5.467 2.438 -5.855
H 2.559 4.590 -3.137
H 3.688 3.431 -2.241
C -2.114 -0.966 2.383
C -3.432 -1.570 2.933
C -3.986 -2.662 2.003
C -3.145 -3.988 2.040
C -2.948 -4.427 3.478
C -2.434 -3.378 4.480
N -3.283 -2.119 4.319
O -3.013 -1.184 5.268
C -2.712 -4.012 5.868
C -0.934 -3.272 4.370
C -4.532 -0.486 2.978
H -1.619 -0.327 3.114
H -2.420 -0.518 1.438
H -1.372 -1.702 2.074
H -5.025 -2.948 2.169
H -4.006 -2.313 0.970
H -2.146 -3.860 1.625
H -3.601 -4.676 1.328
H -2.230 -5.238 3.358
H -3.849 -4.912 3.853
H -2.013 -4.829 6.047
H -2.596 -3.305 6.688
H -3.766 -4.292 5.882
H -0.601 -2.540 5.106
H -0.311 -4.162 4.462
H -0.660 -2.881 3.391
H -5.567 -0.820 3.044
H -4.394 0.203 2.145
H -4.354 0.206 3.802
H -2.119 -0.957 5.004
C -5.050 4.269 0.524
C -5.526 3.467 -0.750
C -5.899 4.426 -1.849
C -5.870 3.833 -3.315
C -4.765 2.838 -3.572
C -4.557 1.769 -2.511
N -4.536 2.450 -1.195
O -4.022 1.630 -0.185
C -5.639 0.726 -2.641
C -3.243 1.061 -2.912
C -6.860 2.786 -0.258
H -4.578 3.580 1.225
H -4.348 5.068 0.287
H -5.933 4.536 1.104
H -6.928 4.761 -1.722
H -5.320 5.349 -1.885
H -6.835 3.396 -3.574
H -5.647 4.714 -3.917
H -3.791 3.319 -3.663
H -4.798 2.286 -4.511
H -5.273 -0.103 -2.036
H -5.760 0.535 -3.707
H -6.643 1.046 -2.363
H -3.131 0.869 -3.979
H -3.060 0.172 -2.307
H -2.326 1.627 -2.747
H -7.411 2.303 -1.065
H -6.751 2.150 0.620
H -7.524 3.640 -0.122
H -3.187 2.020 0.085
C -2.791 -2.999 -1.418
C -2.319 -3.628 -2.744
C -3.551 -4.241 -3.358
C -3.336 -4.577 -4.766
C -2.841 -3.413 -5.614
C -1.584 -2.741 -5.059
N -1.742 -2.516 -3.610
O -0.626 -1.869 -3.067
C -0.277 -3.513 -5.430
C -1.657 -1.431 -5.788
C -1.285 -4.753 -2.346
H -3.508 -2.250 -1.756
H -2.002 -2.493 -0.862
H -3.393 -3.518 -0.672
H -3.938 -5.073 -2.769
H -4.334 -3.487 -3.434
H -4.235 -4.969 -5.241
H -2.614 -5.392 -4.811
H -3.686 -2.725 -5.579
H -2.601 -3.678 -6.644
H -0.212 -3.610 -6.514
H 0.568 -2.870 -5.185
H -0.152 -4.480 -4.943
H -2.569 -0.949 -5.435
H -0.852 -0.706 -5.672
H -1.880 -1.462 -6.855
H -0.742 -5.186 -3.187
H -1.713 -5.594 -1.801
H -0.666 -4.436 -1.507
H -0.942 -0.964 -3.005
C 1.140 -3.488 1.090
C 2.482 -3.749 0.301
C 3.122 -5.008 0.854
C 4.301 -5.629 0.105
C 3.787 -6.025 -1.338
C 2.987 -4.857 -2.067
N 2.129 -4.121 -1.124
O 1.470 -3.009 -1.702
C 4.196 -3.877 -2.489
C 2.361 -5.489 -3.336
C 3.357 -2.430 0.406
H 0.426 -4.310 1.051
H 0.584 -2.651 0.669
H 1.338 -3.249 2.135
H 3.653 -4.693 1.752
H 2.253 -5.659 0.941
H 4.635 -6.528 0.623
H 5.151 -4.947 0.062
H 3.095 -6.866 -1.362
H 4.559 -6.513 -1.933
H 4.008 -2.915 -2.967
H 4.719 -3.688 -1.551
H 4.864 -4.318 -3.229
H 1.561 -6.198 -3.121
H 1.846 -4.642 -3.790
H 3.014 -5.940 -4.083
H 4.380 -2.670 0.115
H 3.479 -2.138 1.449
H 3.055 -1.591 -0.222
H 0.579 -3.254 -1.964



28
Properties=species:S:1:pos:R:3 method="wB97M-V/def2-TZVPD" relative_energy_kj_mol=234.8 orbital_gap_ev=9.25 charge=0 homo_energy_ev=-8.2 smiles=CN[C@H]1[C@@H]2CC[C@H]1c1ccccc12
C 2.347 -2.067 -0.030
N 1.559 -1.207 -0.824
C 1.430 0.092 -0.255
C 0.433 0.951 -1.062
C 0.477 2.229 -0.311
C 0.466 1.813 1.269
C 0.606 0.198 1.078
C -0.683 -0.258 0.570
C -1.738 -0.913 1.272
C -3.000 -0.906 0.612
C -3.064 -0.329 -0.660
C -1.994 0.102 -1.462
C -0.814 0.218 -0.755
H 2.559 -2.973 -0.606
H 3.331 -1.636 0.216
H 1.699 -2.242 0.780
H 1.794 -1.171 -1.860
H 2.517 0.570 -0.147
H 0.701 0.965 -2.072
H 1.466 2.700 -0.540
H -0.348 2.900 -0.433
H 1.321 2.151 1.961
H -0.518 2.069 1.863
H 1.010 -0.231 1.972
H -1.507 -1.453 2.161
H -3.820 -1.441 1.044
H -3.953 -0.521 -1.275
H -2.278 0.388 -2.505



26
Properties=species:S:1:pos:R:3 method="wB97M-V/def2-TZVPD" orbital_gap_ev="6.49 / 7.30" charge=-1 spin_multiplicity=3 homo_energy_ev="-3.6 / -4.4"
C 0.962 -1.236 -0.148
C 1.037 -1.566 -1.547
C -0.338 -1.760 -1.993
H 1.947 -1.833 -2.066
C -1.223 -1.352 -0.943
C -0.410 -1.088 0.210
H -0.824 -0.870 1.203
H 1.796 -1.168 0.540
H -0.650 -2.143 -2.958
H -2.313 -1.392 -0.971
V 0.095 0.464 -1.919
Cl 1.713 1.415 -0.581
C 0.031 2.205 -3.050
C -1.198 1.478 -3.257
C -0.886 0.228 -3.871
H -2.208 1.827 -3.150
C 0.548 0.133 -4.001
C 1.125 1.338 -3.471
H 2.167 1.582 -3.507
H 0.145 3.177 -2.619
H -1.622 -0.429 -4.329
H 1.082 -0.582 -4.624
O -2.970 0.904 0.288
C -2.587 1.956 -0.256
O -1.409 2.287 -0.634
H -3.328 2.769 -0.448



96
Properties=species:S:1:pos:R:3 method="wB97M-V/def2-TZVPD" orbital_gap_ev=7.31 charge=+1 homo_energy_ev=-11.6
C 1.607 2.894 -2.142
C 2.173 2.829 -0.945
C 2.601 1.464 -0.390
C 1.320 0.951 0.413
C 0.422 0.014 -0.448
C -0.896 -0.260 0.351
C -1.290 -1.752 0.135
C -1.444 -2.005 -1.392
C -2.467 -3.094 -1.761
C -3.869 -2.856 -1.118
C -4.198 -3.982 -0.088
C -4.628 -3.455 1.294
C -5.777 -2.396 1.236
C -5.279 -0.926 1.440
C -5.742 -0.031 0.265
C -5.738 1.488 0.669
C -6.865 2.202 -0.157
C -8.041 2.501 0.795
C -9.233 3.159 0.046
O 2.828 0.502 -1.382
C 4.189 0.161 -1.540
C 4.917 1.312 -2.306
C 5.214 0.845 -3.754
C 3.944 0.527 -4.531
N 3.059 1.511 -4.959
O 3.725 -0.606 -4.812
N 4.817 -0.315 -0.273
P 6.556 -0.708 -0.284
N 6.599 -2.426 -0.100
O 7.196 -0.571 -1.775
C 4.314 0.328 0.811
N 4.283 -0.125 2.034
C 4.816 -1.440 2.384
C 4.020 -2.592 1.749
O 3.274 -2.487 0.889
Br 4.403 -4.322 2.574
C 3.685 0.641 3.156
C 4.737 1.689 3.676
C 4.107 3.079 3.944
Cl 5.477 0.973 5.161
N 3.662 1.577 0.624
Cl 4.733 2.915 0.516
H 0.867 2.174 -2.486
H 1.813 3.718 -2.824
H 2.272 3.742 -0.363
H 0.692 1.800 0.695
H 1.619 0.330 1.266
H 0.935 -0.944 -0.547
H 0.220 0.424 -1.437
H -0.651 -0.115 1.411
H -1.687 0.415 0.009
H -0.478 -2.362 0.551
H -2.206 -1.956 0.695
H -0.456 -2.272 -1.786
H -1.693 -1.039 -1.852
H -2.604 -3.035 -2.850
H -2.039 -4.080 -1.561
H -4.633 -2.816 -1.898
H -3.833 -1.880 -0.627
H -3.350 -4.660 0.054
H -5.012 -4.577 -0.520
H -4.984 -4.327 1.861
H -3.798 -3.036 1.875
H -6.237 -2.481 0.246
H -6.498 -2.619 2.027
H -5.598 -0.510 2.399
H -4.180 -0.949 1.437
H -5.091 -0.101 -0.614
H -6.746 -0.338 -0.049
H -5.959 1.528 1.738
H -4.759 1.900 0.409
H -7.170 1.540 -0.973
H -6.458 3.134 -0.567
H -8.335 1.550 1.256
H -7.647 3.154 1.582
H -9.978 2.385 -0.160
H -9.679 3.921 0.688
H -8.891 3.574 -0.905
H 4.174 -0.697 -2.223
H 5.850 1.593 -1.806
H 4.335 2.230 -2.402
H 5.723 1.686 -4.245
H 5.841 -0.043 -3.795
H 3.200 2.402 -4.493
H 2.121 1.157 -4.802
H 5.713 -2.870 -0.324
H 6.959 -2.695 0.806
H 6.845 -1.255 -2.375
H 4.700 -1.583 3.462
H 5.886 -1.498 2.205
H 2.747 1.110 2.873
H 3.488 -0.011 4.006
H 5.512 1.807 2.921
H 4.649 3.812 3.344
H 4.229 3.373 4.988
H 3.050 3.081 3.674



14
Properties=species:S:1:pos:R:3 method="wB97M-V/def2-TZVPD" relative_energy_kj_mol=323.8 orbital_gap_ev=8.88 charge=+1 homo_energy_ev=-15.4 smiles="CC/[NH+]=C/N"
C 0.924 -1.882 0.215
C -0.240 -1.040 -0.237
N 0.184 0.409 -0.398
C -0.476 1.527 -0.593
N -0.793 2.326 0.469
H 0.537 -2.899 0.377
H 1.869 -1.818 -0.337
H 1.314 -1.621 1.205
H -0.452 -1.293 -1.297
H -1.083 -1.169 0.427
H 1.093 0.569 0.036
H -1.047 1.706 -1.526
H -1.570 2.012 1.032
H -0.260 3.173 0.626



13
Properties=species:S:1:pos:R:3 method="wB97M-V/def2-TZVPD" relative_energy_kj_mol=179.3 orbital_gap_ev=9.12 charge=0 homo_energy_ev=-8.1 smiles="N/C=C/N.O"
N -0.919 1.490 -1.150
C -0.366 0.284 -0.744
C 0.944 0.058 -0.686
N 1.494 -1.182 -0.246
H -1.916 1.592 -1.044
H -0.424 2.302 -0.817
H -1.079 -0.421 -0.327
H 1.676 0.860 -0.827
H 1.922 -1.652 -1.049
H 2.333 -1.168 0.317
O -1.606 -0.740 2.289
H -1.030 0.053 2.241
H -1.030 -1.475 2.044



97
Properties=species:S:1:pos:R:3 method="wB97M-V/def2-TZVPD" orbital_gap_ev="8.25 / 8.65" charge=0 spin_multiplicity=6 homo_energy_ev="-8.0 / -8.4"
Mn 0.525 0.172 0.384
C -3.137 -0.212 -0.595
N -2.099 -0.091 -1.659
P -1.010 -1.486 -1.483
C -0.258 -1.652 -3.131
C 1.021 -2.200 -3.167
C 1.662 -2.397 -4.383
C 1.038 -2.023 -5.564
C -0.229 -1.452 -5.531
C -0.876 -1.272 -4.320
C -2.181 -2.881 -1.450
C -2.235 -3.644 -0.290
C -3.115 -4.716 -0.200
C -3.941 -5.024 -1.268
C -3.891 -4.262 -2.431
C -3.012 -3.198 -2.524
P -1.058 1.283 -1.404
C -0.327 1.623 -3.034
C -1.095 2.085 -4.103
C -0.507 2.304 -5.336
C 0.851 2.061 -5.512
C 1.618 1.604 -4.453
C 1.033 1.389 -3.211
C -2.167 2.703 -1.170
C -3.424 2.819 -1.761
C -4.175 3.969 -1.577
C -3.676 5.013 -0.808
C -2.429 4.902 -0.213
C -1.681 3.745 -0.387
H -3.931 -0.865 -0.955
H -3.562 0.761 -0.368
H -2.745 -0.639 0.336
H 1.525 -2.441 -2.238
H 2.655 -2.826 -4.407
H 1.543 -2.163 -6.511
H -0.707 -1.141 -6.450
H -1.849 -0.797 -4.291
H -1.619 -3.375 0.558
H -3.159 -5.299 0.710
H -4.628 -5.858 -1.199
H -4.537 -4.504 -3.266
H -2.970 -2.614 -3.435
H -2.153 2.272 -3.976
H -1.106 2.665 -6.162
H 1.309 2.230 -6.478
H 2.674 1.408 -4.588
H 1.633 1.015 -2.387
H -3.822 2.002 -2.351
H -5.153 4.050 -2.033
H -4.265 5.910 -0.667
H -2.040 5.709 0.392
H -0.710 3.654 0.088
C 4.923 -2.274 -1.678
C 4.767 -0.753 -1.560
C 4.807 -0.123 -2.959
C 5.907 -0.186 -0.706
C 3.469 -0.440 -0.934
C 2.386 -0.194 -0.436
H 5.878 -2.520 -2.148
H 4.121 -2.700 -2.281
H 4.890 -2.740 -0.692
H 5.757 -0.348 -3.451
H 4.703 0.962 -2.890
H 3.993 -0.509 -3.576
H 6.872 -0.418 -1.165
H 5.884 -0.615 0.295
H 5.815 0.896 -0.613
O -2.216 -2.024 2.398
C -1.404 -1.243 2.846
N -1.250 -0.916 4.171
C -0.227 0.085 4.398
C 0.202 0.294 2.939
O 1.047 1.094 2.522
N -0.467 -0.515 2.114
C 0.979 -0.431 5.179
C 1.965 0.469 5.573
C 3.091 0.022 6.243
C 3.244 -1.329 6.529
C 2.267 -2.228 6.132
C 1.140 -1.781 5.453
C -0.825 1.334 5.031
C -1.164 1.285 6.382
C -1.780 2.362 6.995
C -2.057 3.512 6.265
C -1.714 3.570 4.924
C -1.100 2.486 4.307
H -1.868 -1.272 4.879
H 1.849 1.521 5.344
H 3.854 0.730 6.540
H 4.123 -1.677 7.056
H 2.381 -3.283 6.345
H 0.388 -2.490 5.130
H -0.927 0.399 6.960
H -2.038 2.309 8.045
H -2.532 4.358 6.743
H -1.920 4.464 4.350
H -0.825 2.550 3.263



11
Properties=species:S:1:pos:R:3 method="wB97M-V/def2-TZVPD" relative_energy_kj_mol=104.3 orbital_gap_ev=8.71 charge=-1 homo_energy_ev=-4.4
C -1.248 -0.782 -2.865
C -1.011 -0.848 -1.542
O -0.099 -0.301 -0.768
H -2.146 -1.334 -3.066
H -1.061 -0.116 -3.672
H -1.659 -1.496 -0.935
H -0.297 0.401 0.167
O -0.071 1.089 1.180
C 1.122 0.768 1.596
O 1.400 -0.020 2.478
H 1.924 1.332 1.072



no.,E_tot (a.u.)
1,-6259.90342
2,-520.94792
3,-1980.48507
4,-5547.55755
5,-228.86349
6,-265.71484
7,-3927.20966
8,-343.04836